(1)
The following is a DFT calculation (wB97M-V/def2-TZVPD) of the ion H2O4PS with charge -1 in a non-equilibrium geometry.

XYZ file:
```
8
Properties=species:S:1:pos:R:3:forces:R:3:nbo_charge:R:1
O 3.51278 0.57501 -0.09107 2.515 1.333 -0.183 -0.990
S 2.29228 -0.09932 0.03402 -2.750 0.411 0.297 2.572
O 2.05823 -0.77560 1.27787 -0.091 -0.453 0.405 -1.000
O 1.81225 -0.75657 -1.14956 -0.202 -0.438 -0.404 -1.007
O 1.16223 1.28760 0.18207 1.702 -0.925 -0.140 -1.041
P -0.37995 1.04801 -0.11835 -1.159 1.527 0.355 0.629
H -0.60272 -0.18822 0.47378 -0.123 -0.832 -0.211 -0.078
H -0.44257 0.72814 -1.48908 0.107 -0.624 -0.119 -0.086
```
Forces are in eV/Å.

## Properties
Orbital gap: 9.09 eV
Charge: -1
ΔE to the lowest compared entry with this formula, charge and spin: 0.112 eV
F_max: 2.9 eV Å⁻¹

---

(2)
The following is a DFT calculation (wB97M-V/def2-TZVPD) of the molecule C3H2N2O2 in a non-equilibrium geometry.

XYZ file:
```
9
Properties=species:S:1:pos:R:3:forces:R:3:nbo_charge:R:1
O -1.30821 0.12024 -1.35457 -0.002 -0.233 0.533 -0.550
C -1.45172 -0.35176 -0.26704 -0.026 0.051 -0.469 0.627
C 0.09363 1.86150 0.85284 0.993 -0.521 -0.319 0.395
N 0.89515 1.09019 0.44790 -0.823 0.682 0.463 -0.598
C 1.42186 -0.08593 -0.03322 -0.142 -0.356 -0.043 0.219
N 0.75727 -1.17154 -0.11813 0.366 0.352 0.021 -0.076
O -0.52270 -1.05525 0.43932 -0.188 0.068 0.042 -0.386
H -2.34992 -0.30568 0.36257 0.007 -0.072 -0.144 0.144
H 2.46464 -0.10177 -0.32966 -0.187 0.029 -0.085 0.226
```
Forces are in eV/Å.

## Properties
Orbital gap: 10.92 eV
ΔE to the lowest compared entry with this formula, charge and spin: 3.209 eV
F_max: 1.2 eV Å⁻¹

---

(3)
The following is a DFT calculation (wB97M-V/def2-TZVPD) of the molecule C4H5NO2 in a non-equilibrium geometry.

XYZ file:
```
12
Properties=species:S:1:pos:R:3:forces:R:3:nbo_charge:R:1
O 0.47042 1.63660 1.62330 -0.374 -0.262 0.551 -0.480
C -0.41980 0.83289 1.74900 0.462 0.196 0.086 0.348
C -1.20800 0.48065 0.48302 0.169 -0.099 -0.509 0.609
O -2.39902 0.67356 0.37877 0.962 0.004 -0.296 -0.526
N -0.24812 0.07507 -0.42855 -0.405 -0.079 0.172 -0.481
C 0.45869 -0.20401 -1.63649 -0.179 -0.007 -0.293 -0.185
C 0.75080 -0.94559 -0.36439 0.162 -0.164 0.145 -0.223
H -0.65277 0.35193 2.71381 -0.226 0.160 0.003 0.135
H 1.22172 0.52644 -1.92457 -0.436 0.006 0.099 0.207
H -0.03142 -0.69726 -2.47123 -0.080 -0.058 0.162 0.203
H 0.36595 -1.96337 -0.28096 0.112 0.155 -0.021 0.195
H 1.69155 -0.76691 0.15828 -0.168 0.148 -0.099 0.200
```
Forces are in eV/Å.

## Properties
Orbital gap: 10.03 eV
ΔE to the lowest compared entry with this formula, charge and spin: 2.956 eV
F_max: 1.0 eV Å⁻¹

---

(4)
The following is a DFT calculation (wB97M-V/def2-TZVPD) of the ion C4H7N with charge -1 in a non-equilibrium geometry.

XYZ file:
```
12
Properties=species:S:1:pos:R:3:forces:R:3:lowdin_spin:R:1
C 1.10443 -0.31903 -0.32471 0.408 -1.058 1.561 0.017
C -0.28494 -0.34992 0.30471 -1.128 0.394 -1.709 0.041
C -0.78142 -1.58398 0.65955 0.795 0.098 0.722 0.122
C -0.54699 1.90809 -0.33039 -1.009 -1.121 0.105 0.483
N -1.09903 0.70013 0.02470 0.776 0.332 0.229 0.207
H 1.03259 -0.45123 -1.40086 0.213 0.075 -0.070 0.002
H 1.66102 -1.11153 0.19783 -0.063 -0.491 -0.759 0.000
H 1.73423 0.50925 -0.04907 -0.257 0.950 -0.286 0.009
H -1.67594 -1.69484 1.25672 -0.262 -0.068 -0.386 0.016
H -0.16197 -2.44092 0.42505 0.001 -0.211 0.477 0.014
H -1.14406 2.42249 -1.06963 0.040 0.728 0.166 0.042
H 0.16210 2.41147 0.30612 0.486 0.374 -0.049 0.046
```
Forces are in eV/Å.

## Properties
Orbital gap (alpha / beta): 5.22 / 6.61 eV
Charge: -1
ΔE to the lowest compared entry with this formula, charge and spin: 0.974 eV
Spin multiplicity: 2
F_max: 2.1 eV Å⁻¹

---

Among the records above, which one has the lowest ΔE to the lowest compared entry with this formula, charge and spin? H2O4PS